Version P
The ion C2H8N2 with charge -1. Source: the OMol25 dataset; level of theory: ωB97M-V/def2-TZVPD.

The geometry in ORCA input format:
```
! wB97M-V def2-TZVPD RIJCOSX def2/J DEFGRID3
* xyz -1 2
N 1.566 1.043 0.118
N -1.702 -0.891 -0.095
C -0.583 -0.121 0.518
C 0.581 0.072 -0.420
H -0.278 -0.683 1.394
H 2.124 1.309 -0.675
H 1.063 -0.842 -0.764
H -1.390 -1.828 -0.354
H -1.872 -0.478 -1.005
H 2.223 0.535 0.703
H -1.028 0.819 0.812
H 0.185 0.593 -1.303
*
```

Results
M, g/mol: 60.10
LUMO level (alpha / beta), eV: 4.8 / 4.8
Expectation value of S²: 0.75
Frontier orbital gap (alpha / beta), eV: 3.34 / 10.13

---

Version Q
A cluster of 2 separate species, C2H8N2 in total. Source: the OMol25 dataset; level of theory: ωB97M-V/def2-TZVPD.

The geometry in ORCA input format:
```
! wB97M-V def2-TZVPD RIJCOSX def2/J DEFGRID3
* xyz -1 2
N -0.780 -4.104 -5.850
N -0.540 2.235 3.532
C 0.292 -4.537 -5.162
C -0.028 3.443 4.142
H -0.866 4.172 4.283
H 0.763 -5.551 -5.198
H 0.815 3.850 3.555
H 0.289 1.629 3.382
H -0.532 -3.059 -5.952
H -0.809 2.460 2.538
H 0.624 3.268 5.134
H 0.772 -3.807 -4.403
*
```

Results
M, g/mol: 60.10
LUMO level (alpha / beta), eV: 2.4 / 2.4
Expectation value of S²: 0.75
Frontier orbital gap (alpha / beta), eV: 1.27 / 4.60

---

Version R
A cluster of 2 separate species, C2H8N2 in total. Source: the OMol25 dataset; level of theory: ωB97M-V/def2-TZVPD.

The geometry in ORCA input format:
```
! wB97M-V def2-TZVPD RIJCOSX def2/J DEFGRID3
* xyz -1 2
N -0.865 -4.086 1.143
N -1.405 -1.781 0.655
C 1.590 3.531 -1.389
C -0.861 -2.774 1.433
H 1.955 4.267 -2.180
H 0.504 3.769 -1.278
H 1.930 2.448 -1.588
H 2.146 3.699 -0.385
H -0.612 -2.379 2.470
H -1.308 -1.712 -0.406
H -1.607 -4.294 0.466
H -1.465 -0.688 1.059
*
```

Results
M, g/mol: 60.10
LUMO level (alpha / beta), eV: 4.0 / 3.9
Expectation value of S²: 0.75
Frontier orbital gap (alpha / beta), eV: 3.07 / 8.89

---

Most stable = version P

---

Version P
A structure of composition C2H5NO. Source: the OMol25 dataset; level of theory: ωB97M-V/def2-TZVPD.

The geometry in ORCA input format:
```
! wB97M-V def2-TZVPD RIJCOSX def2/J DEFGRID3
* xyz 0 1
O -0.591 0.611 1.433
N 0.274 -0.415 1.271
C -0.074 0.159 -1.077
C 0.452 -0.688 0.038
H -0.532 -0.783 -2.025
H 1.175 -1.482 -0.144
H -1.110 1.128 -0.493
H -0.710 0.489 2.366
H 1.115 0.980 -1.370
*
```

Results
M, g/mol: 59.07
LUMO level, eV: 0.6
Frontier orbital gap, eV: 10.22

---

Version Q
A structure of composition C2H5NO. Source: the OMol25 dataset; level of theory: ωB97M-V/def2-TZVPD.

The geometry in ORCA input format:
```
! wB97M-V def2-TZVPD RIJCOSX def2/J DEFGRID3
* xyz 0 1
O -0.753 1.627 -0.060
N -1.320 -0.517 -0.271
C -0.363 0.423 0.015
C 1.154 0.087 -0.062
H 1.474 -0.974 -0.324
H 1.700 0.337 0.789
H 1.401 0.735 -0.944
H -1.052 -1.516 0.527
H -2.242 -0.202 0.329
*
```

Results
M, g/mol: 59.07
LUMO level, eV: 0.5
Frontier orbital gap, eV: 10.46

---

Most stable = version Q

---

Version P
The molecule C3H8OS2. Source: the OMol25 dataset; level of theory: ωB97M-V/def2-TZVPD.

The geometry in ORCA input format:
```
! wB97M-V def2-TZVPD RIJCOSX def2/J DEFGRID3
* xyz 0 1
S 1.611 -1.097 1.188
S -1.167 -1.767 2.113
O -0.700 0.096 0.347
C -0.860 0.657 -0.966
C 0.456 1.453 -1.263
C -0.097 -1.139 0.679
H 1.227 0.763 -0.855
H 0.644 2.348 -0.811
H 0.648 1.529 -2.388
H -0.233 -1.972 -0.096
H 1.320 -0.018 1.918
H -1.729 1.346 -0.897
H -1.100 -0.094 -1.735
H -0.021 -2.106 2.765
*
```

Results
M, g/mol: 124.23
LUMO level, eV: 0.8
SMILES: CCOC(S)S
Frontier orbital gap, eV: 9.96

---

Version Q
A cluster of 2 separate species, C3H8OS2 in total. Source: the OMol25 dataset; level of theory: ωB97M-V/def2-TZVPD.

The geometry in ORCA input format:
```
! wB97M-V def2-TZVPD RIJCOSX def2/J DEFGRID3
* xyz 0 1
S -1.742 -3.683 -2.305
S -1.568 -1.580 -1.699
O 2.924 1.532 1.716
C 2.728 4.034 1.725
C -2.991 -4.276 -1.109
C 2.454 2.576 1.390
H -3.501 -3.382 -0.719
H -2.385 -4.937 -0.466
H 1.435 2.733 0.942
H -3.807 -4.937 -1.440
H 3.775 4.183 1.961
H 1.915 4.501 2.258
H -1.861 -1.239 -2.948
H 2.624 4.475 0.695
*
```

Results
M, g/mol: 124.23
LUMO level, eV: 0.1
SMILES: CC=O.CSS
Frontier orbital gap, eV: 8.84

---

Most stable = version P

---

Version P
A cluster of 2 separate species, C3H8OS2 in total. Source: the OMol25 dataset; level of theory: ωB97M-V/def2-TZVPD.

The geometry in ORCA input format:
```
! wB97M-V def2-TZVPD RIJCOSX def2/J DEFGRID3
* xyz 0 1
S 1.962 -1.925 -0.260
S 1.661 -0.837 1.488
O -1.585 -0.916 -2.063
C -2.252 -0.377 -1.237
C 2.121 0.845 0.903
C -1.640 0.461 -0.135
H -2.083 0.434 0.857
H 2.921 0.769 0.176
H 0.770 -2.554 -0.331
H 1.254 1.384 0.540
H 2.479 1.335 1.808
H -0.563 0.292 -0.189
H -1.693 1.537 -0.357
H -3.353 -0.448 -1.201
*
```

Results
M, g/mol: 124.23
LUMO level, eV: 0.6
SMILES: CC=O.CSS
Frontier orbital gap, eV: 9.16

---

Version Q
A cluster of 2 separate species, C3H8OS2 in total. Source: the OMol25 dataset; level of theory: ωB97M-V/def2-TZVPD.

The geometry in ORCA input format:
```
! wB97M-V def2-TZVPD RIJCOSX def2/J DEFGRID3
* xyz 0 1
S 3.163 0.389 2.366
S 2.103 1.551 1.010
O -0.652 -0.413 1.775
C -1.139 -0.170 0.700
C -0.397 0.066 -0.589
C -1.172 -0.589 -1.739
H 0.896 1.423 1.582
H -0.698 -0.458 -2.708
H -2.170 -0.144 -1.766
H 3.326 -0.674 1.564
H -0.329 1.146 -0.752
H 0.622 -0.303 -0.501
H -2.248 -0.171 0.601
H -1.306 -1.654 -1.542
*
```

Results
M, g/mol: 124.23
LUMO level, eV: 0.4
SMILES: CCC=O.SS
Frontier orbital gap, eV: 9.61

---

Most stable = version Q